#w
Molecular formula: C5H9ClO
Method: DFT, the ωB97M-V functional and the def2-TZVPD basis

As for the HOMO energy: -9.787 eV. Its molecular weight is 120.58 g mol⁻¹. The total charge is 0. The lowest unoccupied orbital energy is 0.031 Ha. For the HOMO-LUMO gap, the calculation gives 10.631 eV. The SMILES is C=C[C@](C)(O)CCl.

Last column: Mulliken charge in e.
Geometry (Å):
O  0.6535  0.9719  1.5905  -0.620
H  0.4997  -1.6526  1.7587  0.324
H  -1.5136  -0.5901  1.7332  0.484
H  -1.8767  0.5228  0.5650  0.425
C  0.3279  0.7466  -0.8227  -0.277
H  0.4773  0.3824  -2.9936  0.289
H  0.7791  1.7035  -0.7547  0.362
C  -1.1908  -0.3207  0.7770  -1.708
C  0.2889  0.0382  0.6209  0.863
C  0.2826  0.0452  -1.9742  -0.724
H  -1.5736  -1.0280  0.1248  0.445
H  0.1421  -1.0359  -1.8551  0.133
H  2.0834  -0.6206  1.0897  0.312
C  1.0971  -1.1954  0.9622  -0.456
H  0.0045  1.6604  1.7242  0.359
Cl  1.3719  -2.4323  -0.3262  -0.212

#x
Molecular formula: C5H9ClO
Method: DFT, the ωB97M-V functional and the def2-TZVPD basis

As for the HOMO energy: -9.514 eV. Its molecular weight is 120.58 g mol⁻¹. The total charge is 0. The lowest unoccupied orbital energy is 0.027 Ha. For the HOMO-LUMO gap, the calculation gives 10.247 eV.

Last column: Mulliken charge in e.
Geometry (Å):
C  0.4476  -0.2521  1.4086  -1.001
H  -0.4560  1.5015  -0.4875  0.475
C  -1.5720  -1.6679  0.3894  -1.331
H  -2.2763  -1.5168  -0.4128  0.340
H  -1.0588  -2.5763  0.2600  0.345
H  1.2921  0.1900  0.7952  0.307
Cl  3.0119  3.4146  -1.3394  -0.222
H  2.3741  2.3409  -1.3186  0.285
C  -0.9664  0.5291  -0.4776  -1.374
H  0.2269  0.4082  2.2967  0.261
H  0.7246  -1.1977  1.7723  0.339
C  -0.7351  -0.3912  0.4630  1.107
H  -2.0888  -1.8141  1.2783  0.353
H  -1.6740  0.4124  -1.1985  0.347
O  1.2916  -0.0384  -2.1587  -0.255
C  1.4586  0.6578  -1.2704  0.026

Energy above the most stable structure, in hartree: #w 0.0103; #x 0.0000